The following is a quantum chemistry calculation of a cluster of 2 separate species, H4O2 in total, from the Open Molecules 2025 dataset.

- E (Ha) = -152.8615
- F_max (eV/Å) = 3.285
- charge = 0
- energy relative to the best compared isomer or geometry (same formula, charge and spin) (kcal/mol) = 8.45
- multiplicity = 1
- lowest unoccupied orbital energy (hartree) = 0.0361
- SMILES = O.O
- HOMO energy (eV) = -11.601

Positions of all 6 atoms, in Å:
O -4.881 -1.927 -1.806
H -5.569 -1.620 -2.450
H -5.132 -1.300 -1.091
O 5.494 1.715 1.980
H 5.028 0.837 1.958
H 5.059 2.295 1.410